# 1
{"formula": "C4H10N2", "method": "the ωB97M-V functional and the def2-TZVPD basis", "species": ["C", "N", "C", "C", "C", "N", "H", "H", "H", "H", "H", "H", "H", "H", "H", "H"], "positions_angstrom": [[-2.2803, -1.3861, -0.4093], [-1.0913, -1.0604, 0.1701], [-0.9305, 0.3567, 0.1577], [0.3696, 0.5168, 0.9603], [1.4693, -0.0295, 0.0735], [1.6426, 0.8423, -1.0569], [-2.7819, -2.4084, -0.1544], [-3.0478, -0.6762, -0.4982], [-1.7548, 0.8457, 0.5716], [-0.5846, 0.7259, -0.8981], [0.4973, 1.6028, 1.2935], [0.1931, -0.1638, 1.8584], [2.5853, 0.0369, 0.5233], [1.3241, -1.1479, -0.1396], [2.2384, 0.2873, -1.7395], [2.1513, 1.6579, -0.7123]], "gap_ev": 9.65, "e_above_lowest_ev": 3.073, "mol_weight_g_mol": 86.14, "largest_force_ev_per_a": 7.189, "smiles": "C=NCCCN"}

# 2
{"formula": "C4H10N2", "method": "the ωB97M-V functional and the def2-TZVPD basis", "species": ["N", "C", "C", "C", "C", "N", "H", "H", "H", "H", "H", "H", "H", "H", "H", "H"], "positions_angstrom": [[2.9224, -0.3749, -0.4010], [1.8072, 0.2738, 0.0895], [0.5833, -0.1002, -0.3305], [-0.5740, 0.8504, -0.1286], [-1.7840, 0.1900, 0.6904], [-2.6950, -0.7371, 0.0977], [2.7150, -1.3817, -0.4419], [3.7009, 0.1343, -0.8226], [1.8687, 0.8438, 1.0157], [0.4165, -1.1429, -0.7232], [-0.2992, 1.6873, 0.5904], [-1.0197, 1.3550, -1.1197], [-1.2678, -0.2023, 1.5426], [-2.2924, 1.0926, 1.1350], [-3.3678, -0.3200, -0.6026], [-2.2408, -1.5663, -0.3761]], "gap_ev": 8.94, "e_above_lowest_ev": 2.565, "mol_weight_g_mol": 86.14, "largest_force_ev_per_a": 2.774, "smiles": "N/C=C/CCN"}

# 3
{"formula": "C4H10N2", "method": "the ωB97M-V functional and the def2-TZVPD basis", "species": ["H", "N", "C", "C", "N", "C", "C", "H", "H", "H", "H", "H", "H", "H", "H", "H"], "positions_angstrom": [[-0.5655, 1.2956, -1.9436], [-0.8093, 1.6806, -1.0385], [-0.4690, 0.8653, -0.0911], [-0.7755, 1.2580, 1.3600], [0.1557, -0.3585, -0.2530], [0.5575, -0.7349, -1.6106], [0.5332, -1.2025, 0.8574], [0.1370, 1.3285, 1.9764], [-1.4462, 0.5033, 1.8242], [-1.2773, 2.2221, 1.3319], [-0.3016, -0.7902, -2.2949], [1.2994, -0.0102, -2.0215], [1.0219, -1.7172, -1.5887], [-0.3235, -1.4701, 1.4941], [0.9510, -2.1218, 0.4997], [1.3121, -0.7480, 1.4983]], "gap_ev": 9.35, "e_above_lowest_ev": 0.641, "mol_weight_g_mol": 86.14, "largest_force_ev_per_a": 1.234, "smiles": "[H]/N=C(/C)N(C)C"}

# 4
{"formula": "C4H10N2", "method": "the ωB97M-V functional and the def2-TZVPD basis", "species": ["C", "C", "N", "C", "C", "N", "H", "H", "H", "H", "H", "H", "H", "H", "H", "H"], "positions_angstrom": [[1.1379, -1.2921, -0.4417], [0.7813, 0.0456, 0.1087], [1.6391, 0.9295, 0.5530], [-0.5593, 0.6104, 0.3222], [-1.6326, -0.3584, 0.7578], [-1.0079, 1.3894, -0.8265], [0.5782, -1.4700, -1.3648], [2.2051, -1.4194, -0.6298], [0.8183, -2.0583, 0.2703], [2.6491, 0.8338, 0.4135], [0.7515, 1.6013, 0.9434], [-1.3145, -0.9592, 1.6152], [-2.5315, 0.1922, 1.0416], [-1.9296, -1.0589, -0.0438], [-1.1732, 0.8382, -1.6706], [-0.4119, 2.1759, -1.0483]], "gap_ev": 7.44, "e_above_lowest_ev": 3.565, "mol_weight_g_mol": 86.14, "largest_force_ev_per_a": 0.764, "smiles": "C/C(N)=C(/C)N"}

# 5
{"formula": "C4H10N2", "method": "the ωB97M-V functional and the def2-TZVPD basis", "species": ["C", "C", "N", "C", "H", "H", "H", "H", "H", "C", "N", "H", "H", "H", "H", "H"], "positions_angstrom": [[2.8165, 0.2091, 0.4026], [1.5461, 0.3009, 0.0262], [0.6654, -0.7554, -0.0388], [0.9021, -1.8350, -0.6330], [3.2668, -0.7434, 0.6276], [3.4245, 1.0835, 0.5465], [1.0673, 1.2567, -0.1426], [0.1671, -2.6254, -0.5761], [1.7982, -2.0268, -1.2284], [-2.3100, 1.2454, -0.0958], [-2.2342, 0.1018, 0.7946], [-1.9797, 1.0428, -1.1260], [-3.3404, 1.5998, -0.1309], [-1.6888, 2.0429, 0.3116], [-2.8215, -0.6482, 0.4433], [-1.2793, -0.2485, 0.8191]], "gap_ev": 9.49, "e_above_lowest_ev": 2.033, "mol_weight_g_mol": 86.14, "largest_force_ev_per_a": 0.886, "smiles": "C=CN=C.CN"}

# 6
{"formula": "C4H10N2", "method": "the ωB97M-V functional and the def2-TZVPD basis", "species": ["N", "C", "C", "C", "C", "N", "H", "H", "H", "H", "H", "H", "H", "H", "H", "H"], "positions_angstrom": [[2.6818, 0.4410, -1.5010], [1.9015, -0.0726, -0.4113], [0.6830, 0.3117, -0.0808], [-0.1737, -0.4104, 0.9415], [-1.5561, -0.7148, 0.3864], [-2.2880, 0.5456, 0.2088], [2.0827, 0.7010, -2.2775], [3.1340, 1.3188, -1.2435], [2.4277, -0.8282, 0.1577], [0.1383, 1.1282, -0.5377], [0.3400, -1.3510, 1.1814], [-0.2236, 0.1459, 1.8825], [-1.4129, -1.1647, -0.5935], [-2.0893, -1.4177, 1.0315], [-2.4749, 0.9294, 1.1331], [-3.1704, 0.4379, -0.2776]], "gap_ev": 10.05, "e_above_lowest_ev": 1.084, "mol_weight_g_mol": 86.14, "largest_force_ev_per_a": 1.216, "smiles": "N/C=C/CCN"}

# 7
{"formula": "C4H10N2O", "method": "the ωB97M-V functional and the def2-TZVPD basis", "species": ["C", "N", "C", "O", "N", "C", "C", "H", "H", "H", "H", "H", "H", "H", "H", "H", "H"], "positions_angstrom": [[-1.0598, -1.0290, -1.6111], [0.1896, -1.3858, -0.9525], [0.9445, -0.4266, -0.3018], [2.1621, -0.4065, -0.3722], [0.1855, 0.5179, 0.3980], [0.8716, 1.7578, 0.7023], [-0.6681, 0.0177, 1.4660], [-1.7516, -0.5532, -0.9094], [-0.8960, -0.3272, -2.4413], [-1.5325, -1.9368, -2.0004], [0.8111, -1.9551, -1.5072], [0.1330, 2.4962, 1.0273], [1.3535, 2.1465, -0.1960], [1.6385, 1.6679, 1.4810], [-1.1007, -0.9368, 1.1616], [-0.0938, -0.1444, 2.3932], [-1.4730, 0.7343, 1.6721]], "gap_ev": 10.06, "e_above_lowest_ev": 0.903, "mol_weight_g_mol": 102.14, "largest_force_ev_per_a": 0.411, "smiles": "CNC(=O)N(C)C"}

# 8
{"formula": "C4H10N2O", "method": "the ωB97M-V functional and the def2-TZVPD basis", "species": ["C", "C", "N", "N", "H", "H", "H", "H", "H", "H", "C", "C", "O", "H", "H", "H", "H"], "positions_angstrom": [[-1.4264, 1.3346, -0.1127], [0.0615, 1.2348, -0.2739], [0.8621, 1.2187, 0.9091], [0.6946, 1.2447, -1.3933], [0.4590, 1.5666, 1.7765], [1.8470, 1.3273, 0.6840], [0.0446, 1.1078, -2.1710], [-1.7421, 2.3699, -0.2810], [-1.7524, 0.9960, 0.8727], [-1.9149, 0.6944, -0.8500], [0.7067, -2.2586, -0.3384], [-0.0099, -1.4505, 0.7201], [-1.1885, -1.6417, 0.9860], [0.6708, -0.3851, 1.2274], [1.3610, -1.5993, -0.9132], [1.3371, -3.0038, 0.1554], [-0.0102, -2.7558, -0.9977]], "gap_ev": 9.08, "e_above_lowest_ev": 2.683, "mol_weight_g_mol": 102.14, "largest_force_ev_per_a": 4.493}

# 9
{"formula": "C4H10N2O", "method": "the ωB97M-V functional and the def2-TZVPD basis", "species": ["C", "C", "N", "C", "O", "N", "C", "H", "H", "H", "H", "H", "H", "H", "H", "H", "H"], "positions_angstrom": [[-1.0429, -0.2186, -1.2716], [0.2540, -0.1038, -0.8832], [0.9843, -1.0833, -0.2465], [0.4270, -2.3835, 0.0433], [0.8098, 1.1137, -0.8545], [0.8338, 1.6771, 0.6764], [-0.5020, 1.9697, 1.0749], [-1.5079, -1.1794, -1.4043], [-1.4700, 0.5769, -1.8561], [1.6326, -0.7016, 0.4290], [0.1428, -2.8821, -0.8817], [-0.4562, -2.3315, 0.6908], [1.1827, -2.9874, 0.5361], [1.3440, 2.5296, 0.4602], [-1.1651, 1.1964, 0.5842], [-0.8832, 2.9420, 0.7438], [-0.5835, 1.8657, 2.1592]], "gap_ev": 9.12, "e_above_lowest_ev": 4.136, "mol_weight_g_mol": 102.14, "largest_force_ev_per_a": 2.208, "smiles": "C=C(NC)ONC"}

# 10
{"formula": "C4H10N2O", "method": "the ωB97M-V functional and the def2-TZVPD basis", "species": ["H", "N", "C", "C", "N", "C", "C", "O", "H", "H", "H", "H", "H", "H", "H", "H", "H"], "positions_angstrom": [[-2.4823, -1.4254, -0.1027], [-1.4950, -1.4068, -0.3715], [-0.9222, -0.3207, 0.0351], [-1.7321, 0.7018, 0.8076], [0.3687, -0.0021, -0.3710], [1.0110, 1.2657, -0.0521], [1.2016, -1.0017, -0.9566], [2.2077, -1.3069, 0.0951], [-1.9926, 1.5336, 0.1462], [-2.6637, 0.2628, 1.1740], [-1.1542, 1.0776, 1.6551], [1.3416, 1.2738, 0.9907], [0.3220, 2.1025, -0.1967], [1.8979, 1.4234, -0.6745], [0.6964, -1.9426, -1.1868], [1.6941, -0.6353, -1.8611], [1.7012, -1.5999, 0.8693]], "gap_ev": 9.44, "e_above_lowest_ev": 1.755, "mol_weight_g_mol": 102.14, "largest_force_ev_per_a": 2.163, "smiles": "[H]/N=C(\\C)N(C)CO"}

# 11
{"formula": "C4H10N2O", "method": "the ωB97M-V functional and the def2-TZVPD basis", "species": ["N", "C", "C", "O", "H", "H", "H", "H", "H", "C", "N", "C", "H", "H", "H", "H", "H"], "positions_angstrom": [[1.1607, 0.8360, 0.5239], [1.3878, 1.9186, -0.4219], [1.5974, 1.2895, -1.7972], [0.9934, 1.6295, -2.7770], [1.3351, 1.1179, 1.4722], [0.2276, 0.4737, 0.4054], [2.2577, 2.5275, -0.1814], [0.5224, 2.5775, -0.5508], [2.3033, 0.4404, -1.8596], [-2.2730, -0.9774, -0.1732], [-1.4321, -0.8225, 0.7518], [-0.8306, -2.0102, 1.3233], [-2.6971, -0.1029, -0.6539], [-2.5662, -1.9604, -0.5515], [0.2219, -1.8067, 1.5178], [-0.9060, -2.8994, 0.6891], [-1.3023, -2.2310, 2.2830]], "gap_ev": 10.31, "e_above_lowest_ev": 2.628, "mol_weight_g_mol": 102.14, "largest_force_ev_per_a": 0.940, "smiles": "NCC=O.C=NC"}

# 12
{"formula": "C4H10N2O", "method": "the ωB97M-V functional and the def2-TZVPD basis", "species": ["C", "C", "N", "C", "H", "H", "H", "H", "H", "H", "H", "C", "N", "O", "H", "H", "H"], "positions_angstrom": [[0.5764, -1.0592, 1.6421], [-0.7229, -0.3419, 1.6161], [-1.0984, 0.3169, 0.6150], [-2.3568, 0.9981, 0.6198], [1.1186, -0.9297, 0.7092], [1.1820, -0.6866, 2.4677], [0.4033, -2.1207, 1.8160], [-1.3346, -0.4238, 2.5276], [-2.9145, 0.8750, 1.5572], [-2.9515, 0.6202, -0.2124], [-2.1710, 2.0575, 0.4408], [2.4225, -0.0334, -2.8213], [1.7404, -0.1413, -1.7689], [0.5277, 0.5196, -1.7739], [3.3711, -0.5402, -2.8397], [2.1111, 0.5322, -3.6939], [0.0964, 0.3573, -0.9014]], "gap_ev": 10.70, "e_above_lowest_ev": 3.430, "mol_weight_g_mol": 102.14, "largest_force_ev_per_a": 1.057, "smiles": "C/C=N/C.C=NO"}

# 13
{"formula": "C4H10N2O", "method": "the ωB97M-V functional and the def2-TZVPD basis", "species": ["C", "N", "C", "C", "O", "C", "N", "H", "H", "H", "H", "H", "H", "H", "H", "H", "H"], "positions_angstrom": [[-0.3493, 0.1633, -2.1137], [0.1295, -0.3205, -0.8299], [0.6798, -1.6681, -0.7600], [0.1913, 0.6076, 0.1645], [0.3665, 1.7887, -0.0707], [0.1898, 0.1001, 1.6158], [-1.1060, -0.3942, 2.0528], [0.3429, 0.7162, -2.7571], [-0.7472, -0.6617, -2.6883], [-1.1563, 0.8802, -1.9384], [-0.0471, -2.4148, -0.4290], [1.3710, -1.7257, 0.0756], [1.2087, -1.9201, -1.6732], [0.9695, -0.6598, 1.6620], [0.6320, 1.0051, 2.0623], [-1.8147, 0.1103, 1.5305], [-1.2844, -0.1094, 3.0026]], "gap_ev": 10.03, "e_above_lowest_ev": 1.696, "mol_weight_g_mol": 102.14, "largest_force_ev_per_a": 1.863, "smiles": "CN(C)C(=O)CN"}

# 14
{"formula": "C4H10N2O", "method": "the ωB97M-V functional and the def2-TZVPD basis", "species": ["C", "C", "O", "N", "C", "C", "N", "H", "H", "H", "H", "H", "H", "H", "H", "H", "H"], "positions_angstrom": [[1.6532, 0.1720, -1.2108], [1.6565, -0.4775, 0.1562], [2.7235, -0.7877, 0.6710], [0.4933, -0.6937, 0.8308], [-0.8260, -0.8677, 0.2164], [-1.5141, 0.4672, -0.1528], [-1.6129, 1.4218, 0.9472], [2.6608, 0.1445, -1.5996], [1.1554, 1.1352, -1.1976], [1.1589, -0.5246, -1.9043], [0.6096, -1.0525, 1.7663], [-1.4620, -1.4465, 0.8841], [-0.7148, -1.5084, -0.6620], [-2.5286, 0.1493, -0.4011], [-1.1042, 0.8808, -1.0707], [-0.8561, 2.0780, 0.9158], [-1.4926, 0.9101, 1.8112]], "gap_ev": 10.26, "e_above_lowest_ev": 1.047, "mol_weight_g_mol": 102.14, "largest_force_ev_per_a": 1.544, "smiles": "CC(=O)NCCN"}